{"formula": "C32H59Cl6N3O24", "method": "ωB97M-V with the def2-TZVPD basis set", "mol_weight_g_mol": 1082.54, "e_tot_ev": -162879.0713, "spin_multiplicity": 1, "homo_lumo_gap_ev": 10.3, "elements": ["C", "C", "N", "H", "H", "H", "C", "C", "N", "H", "H", "H", "C", "C", "N", "H", "H", "H", "C", "O", "C", "O", "O", "C", "H", "H", "H", "H", "H", "H", "C", "O", "C", "O", "O", "C", "H", "H", "H", "H", "H", "H", "C", "O", "C", "O", "O", "C", "H", "H", "H", "H", "H", "H", "C", "O", "C", "O", "O", "C", "H", "H", "H", "H", "H", "H", "C", "O", "C", "O", "O", "C", "H", "H", "H", "H", "H", "H", "C", "O", "C", "O", "O", "C", "H", "H", "H", "H", "H", "H", "C", "O", "C", "O", "O", "C", "H", "H", "H", "H", "H", "H", "C", "O", "C", "O", "O", "C", "H", "H", "H", "H", "H", "H", "C", "Cl", "Cl", "Cl", "H", "C", "Cl", "Cl", "Cl", "H"], "xyz": [[-1.5993, 2.1292, 7.6996], [-1.6943, 0.7117, 7.2731], [-1.7273, -0.3874, 6.9682], [-0.6927, 2.5963, 7.3147], [-1.6708, 2.1953, 8.7852], [-2.3947, 2.7550, 7.2947], [-9.1329, -4.5262, 0.2697], [-7.7424, -4.1702, -0.1140], [-6.6807, -3.9064, -0.4708], [-9.6124, -5.2174, -0.4234], [-9.7468, -3.6261, 0.3015], [-9.0666, -4.9832, 1.2571], [2.8234, -2.6494, 5.8380], [2.8437, -3.7817, 4.8643], [2.7992, -4.6155, 4.0804], [2.4348, -2.9308, 6.8167], [2.2020, -1.8227, 5.4937], [3.8365, -2.3149, 6.0611], [1.1163, 1.0486, -5.7458], [0.6292, 2.1194, -6.4905], [-0.2346, 1.9382, -7.4466], [-0.5585, 0.8452, -8.0012], [-0.7669, 3.1746, -7.7891], [-1.7478, 3.2567, -8.8028], [2.0151, 0.7095, -6.2610], [0.3940, 0.2469, -5.5922], [1.4276, 1.3806, -4.7554], [-2.2371, 4.2248, -8.6965], [-2.4607, 2.4555, -8.6078], [-1.2470, 3.0818, -9.7550], [5.7826, -7.1503, -3.3286], [5.2185, -6.1184, -4.0878], [4.5835, -5.0259, -3.6135], [4.1323, -4.1432, -4.3098], [4.5313, -5.0923, -2.1932], [3.9865, -4.0225, -1.4780], [5.7114, -8.0622, -3.9215], [5.4472, -7.3359, -2.3083], [6.8553, -6.9604, -3.2920], [2.9152, -4.2188, -1.5231], [4.1280, -3.0706, -1.9897], [4.3815, -3.9737, -0.4633], [-5.9014, 0.7934, 1.7343], [-6.2533, 0.0587, 2.8893], [-6.4305, 0.6782, 4.0367], [-6.3113, 1.8855, 4.2280], [-6.7765, -0.2740, 5.0264], [-6.8980, -1.6135, 4.7502], [-5.7147, 0.0380, 0.9710], [-4.9259, 1.2792, 1.7566], [-6.7460, 1.4174, 1.4423], [-7.0921, -2.3005, 5.5739], [-6.1516, -2.0795, 4.1070], [-7.8346, -1.7711, 4.2153], [-2.1989, 5.8051, 3.8966], [-1.2962, 6.3000, 4.9393], [0.0053, 6.6913, 4.6961], [0.4891, 6.6406, 3.5713], [0.6255, 7.1555, 5.7577], [0.0327, 7.4798, 6.9935], [-3.2152, 5.7856, 4.2902], [-1.9701, 4.7926, 3.5643], [-2.2690, 6.4225, 3.0010], [0.4441, 6.7621, 7.7033], [-1.0464, 7.3772, 6.8791], [0.3242, 8.4891, 7.2841], [0.2863, -7.3592, -4.8559], [0.2932, -6.2809, -5.8664], [-0.3100, -5.0467, -5.7800], [-0.4858, -4.2863, -6.7311], [-0.7393, -4.8520, -4.4641], [-1.3514, -3.6416, -4.0208], [1.2209, -7.2945, -4.2989], [0.4586, -8.2260, -5.4939], [-0.6007, -7.5401, -4.2487], [-2.1436, -3.8663, -3.3067], [-1.7258, -2.9435, -4.7695], [-0.7017, -3.1078, -3.3273], [7.7450, 4.2921, -0.7550], [7.6851, 2.8769, -0.6614], [8.3058, 2.1042, -1.6060], [8.8388, 2.5358, -2.6590], [8.2005, 0.7838, -1.2489], [8.7246, -0.2694, -2.0126], [7.0010, 4.6895, -1.4454], [8.7616, 4.5183, -1.0767], [7.7011, 4.6837, 0.2613], [9.6608, -0.1123, -2.5484], [8.0442, -0.5027, -2.8315], [8.7215, -1.2264, -1.4908], [2.3916, 2.3506, 1.2297], [1.3805, 1.6269, 1.9125], [0.6715, 0.6529, 1.3007], [0.8495, 0.3790, 0.1257], [-0.1507, 0.0334, 2.1479], [-0.9230, -1.1106, 1.8437], [2.7518, 3.0529, 1.9814], [2.1414, 2.8062, 0.2716], [3.2218, 1.7118, 0.9283], [-1.3842, -1.0713, 0.8569], [-1.6137, -1.4211, 2.6277], [-0.2717, -1.9830, 1.7905], [-5.6100, 1.1496, -4.2552], [-4.3012, 1.4859, -3.8056], [-3.9984, 2.7639, -3.5863], [-4.6468, 3.7885, -3.9000], [-2.7563, 2.7345, -3.0271], [-1.9670, 3.8580, -2.6984], [-6.1512, 1.9881, -4.6935], [-6.2300, 0.8584, -3.4073], [-5.6900, 0.3585, -5.0008], [-0.9111, 3.5931, -2.7521], [-2.2414, 4.1070, -1.6733], [-2.1907, 4.6251, -3.4397], [5.9543, 7.4604, 5.3962], [7.2443, 8.1749, 4.4772], [5.9480, 7.9260, 7.0558], [5.9396, 5.6227, 5.3366], [5.0086, 7.7713, 4.9523], [-1.5600, -7.5565, 2.3218], [-3.0517, -6.7042, 2.7400], [-0.7671, -6.8379, 0.9306], [-1.8842, -9.2820, 1.9357], [-0.8645, -7.4177, 3.1495]]}